{"formula": "C28H21Cl5N2OSSiTl", "method": "ωB97M-V with the def2-TZVPD basis set", "symbols": ["Tl", "Cl", "C", "C", "Cl", "C", "Cl", "C", "O", "C", "Cl", "C", "Cl", "C", "N", "C", "C", "N", "C", "S", "H", "H", "H", "H", "H", "H", "C", "C", "C", "C", "C", "C", "Si", "C", "C", "C", "C", "C", "C", "C", "C", "C", "C", "C", "C", "H", "H", "H", "H", "H", "H", "H", "H", "H", "H", "H", "H", "H", "H", "H"], "positions_angstrom": [[-13.46525, 12.34687, 8.15842], [-17.58383, 17.62509, 11.59208], [-16.89836, 16.22240, 10.93883], [-16.12628, 16.22591, 9.73612], [-16.03718, 17.74405, 8.92514], [-15.60546, 15.06767, 9.22552], [-14.65409, 15.15600, 7.74690], [-15.82467, 13.81668, 9.84809], [-15.45570, 12.68044, 9.30673], [-16.48498, 13.82124, 11.12682], [-16.73563, 12.33535, 11.89048], [-17.06276, 15.00332, 11.59575], [-17.89358, 14.90823, 13.04194], [-19.10533, 9.35879, 5.72787], [-18.59167, 9.82243, 7.03943], [-19.50233, 10.19028, 8.09196], [-18.77488, 10.82461, 9.02834], [-17.45764, 10.96100, 8.54240], [-17.35790, 10.32387, 7.34645], [-15.97372, 10.23040, 6.28015], [-19.29630, 10.23226, 5.06704], [-20.07780, 8.94765, 5.96970], [-18.46598, 8.63422, 5.22582], [-20.53261, 9.85462, 8.05832], [-19.01645, 11.18937, 10.02511], [-16.67452, 11.46801, 8.97518], [-10.54618, 9.49237, 7.30716], [-11.11083, 8.65359, 8.23514], [-12.44440, 8.23119, 8.15748], [-13.22724, 8.59604, 7.06031], [-12.67526, 9.48373, 6.12328], [-11.32905, 9.88068, 6.23108], [-15.01917, 8.17703, 6.77554], [-15.05150, 7.03871, 5.36140], [-14.43977, 5.81650, 5.56016], [-14.55794, 4.76532, 4.66621], [-15.24402, 5.01752, 3.47552], [-15.64141, 6.33040, 3.13671], [-15.60923, 7.31325, 4.11051], [-15.72049, 7.20591, 8.17759], [-15.36368, 7.43078, 9.52387], [-15.72285, 6.47623, 10.46234], [-16.46200, 5.36103, 10.13793], [-16.96092, 5.24545, 8.86575], [-16.61834, 6.14633, 7.86493], [-9.45911, 9.82420, 7.35131], [-10.48752, 8.34385, 9.13500], [-12.81496, 7.43025, 8.84738], [-13.23244, 9.86566, 5.27302], [-10.95853, 10.58262, 5.46714], [-13.84489, 5.66375, 6.47429], [-14.03101, 3.80988, 4.81852], [-15.33007, 4.22203, 2.70539], [-15.97294, 6.56449, 2.12057], [-16.01768, 8.28047, 3.85466], [-14.76568, 8.28527, 9.79850], [-15.31948, 6.52532, 11.47984], [-16.66004, 4.54554, 10.86836], [-17.49454, 4.36863, 8.57049], [-17.01806, 5.99280, 6.88461]], "forces_ev_per_angstrom": [[0.24, -0.18, -0.10], [-0.16, 0.50, 0.06], [0.95, -1.12, -1.01], [-1.49, 1.22, 1.34], [0.38, -0.25, -0.20], [0.28, -0.51, -0.22], [-0.35, -0.20, 0.38], [-0.29, -0.08, 0.93], [0.10, -0.11, -0.10], [0.30, 1.22, -2.35], [-0.04, -0.80, 0.34], [0.93, -0.28, -0.49], [-0.87, 0.21, 1.26], [-0.20, 0.87, 0.20], [-0.27, 1.23, 0.97], [1.30, -1.00, -1.18], [1.24, 0.64, 0.12], [-1.20, -1.59, -1.12], [-1.47, -0.10, 0.45], [0.17, -0.50, 0.44], [0.39, -0.51, 0.41], [-0.03, -0.41, -0.24], [0.05, 0.07, 0.31], [0.30, 0.20, 0.08], [-0.03, -0.04, -0.48], [0.27, 0.42, 0.32], [1.34, 0.54, -0.73], [0.59, -0.74, 2.38], [0.24, -1.29, -0.08], [-0.30, 1.23, 0.09], [1.34, -0.07, 0.31], [-0.88, 0.81, -0.80], [0.48, 0.17, 0.66], [-0.57, 0.69, -1.36], [0.69, -0.83, 1.05], [0.05, 0.12, -0.67], [0.46, 0.07, -1.20], [-0.10, -1.06, 0.08], [-0.04, -0.28, -0.16], [-1.32, 0.40, 0.20], [-0.40, -0.80, -0.84], [0.84, 0.17, 1.35], [-0.32, -0.74, 0.62], [0.16, -0.13, -1.05], [0.82, 0.64, 1.39], [-1.64, -0.52, 0.14], [-0.91, 0.27, -1.32], [0.39, 1.12, -0.45], [-0.12, -0.15, 0.01], [0.04, -0.50, 0.43], [-0.37, -0.02, -0.33], [-0.55, 0.53, 0.07], [0.05, 0.61, 0.67], [-0.09, -0.21, 0.45], [0.03, 0.24, 0.18], [0.13, 0.04, 0.09], [-0.25, 0.29, -0.33], [0.21, 0.88, -0.50], [-0.57, -0.36, 0.03], [0.12, -0.01, -0.52]], "homo_ev": -10.315, "lumo_ha": -0.1010, "multiplicity": 1, "gap_ev": 7.57, "energy_ev": -120419.036, "de_lowest_kj_mol": 0.0, "charge": 1}

{"formula": "C28H21F5O17S2", "method": "ωB97M-V with the def2-TZVPD basis set", "symbols": ["O", "S", "O", "C", "C", "C", "C", "C", "C", "C", "C", "O", "S", "O", "O", "C", "F", "F", "C", "F", "F", "F", "H", "H", "H", "H", "H", "H", "H", "H", "H", "C", "C", "C", "O", "C", "C", "C", "O", "O", "O", "H", "H", "H", "H", "C", "C", "C", "O", "C", "C", "C", "O", "O", "O", "H", "H", "H", "H", "C", "C", "C", "O", "C", "C", "C", "O", "O", "O", "H", "H", "H", "H"], "positions_angstrom": [[-3.61389, -2.25184, 1.24530], [-3.51609, -3.46997, 0.50531], [-2.34498, -4.38860, 1.14320], [-2.23772, -4.24802, 2.57737], [-1.17966, -5.26746, 3.03668], [0.06221, -5.07788, 2.17487], [0.72056, -3.87756, 2.19018], [1.81691, -3.63205, 1.41159], [2.26257, -4.63526, 0.59213], [1.63889, -5.85038, 0.59184], [0.54201, -6.08714, 1.37369], [-2.78407, -3.13015, -1.01355], [-1.51545, -2.12395, -1.00134], [-0.63838, -2.58821, -2.01536], [-0.85478, -2.06729, 0.25527], [-2.01890, -0.41045, -1.54092], [-1.21125, -0.02811, -2.51106], [-3.27375, -0.47351, -2.01588], [-1.95932, 0.64835, -0.40594], [-2.95857, 0.52341, 0.45078], [-0.78275, 0.69215, 0.20703], [-2.13660, 1.84456, -1.00263], [-1.87065, -3.24768, 2.81160], [-3.18854, -4.38478, 3.09960], [-0.93870, -5.13917, 4.09090], [-1.58949, -6.25563, 2.81406], [0.37274, -3.05444, 2.80893], [2.29317, -2.66178, 1.42581], [3.11458, -4.48952, -0.06079], [1.98980, -6.65330, -0.04690], [0.02104, -7.03762, 1.39991], [-6.21362, -2.02943, -5.90368], [-6.02687, -2.77786, -6.99764], [-4.69938, -3.40579, -7.30630], [-4.60225, -4.08999, -8.30745], [-3.59357, -3.16033, -6.39318], [-3.77715, -2.40880, -5.29982], [-5.11355, -1.80238, -4.97737], [-5.22482, -1.14504, -3.96064], [-2.78875, -2.15940, -4.44055], [-6.99821, -3.01438, -7.87653], [-7.16567, -1.57428, -5.67001], [-2.63809, -3.60399, -6.63492], [-3.17825, -1.59649, -3.74766], [-6.60118, -3.57974, -8.56623], [1.58090, 0.99601, 4.59427], [1.08913, 1.14076, 3.35610], [1.70960, 2.09885, 2.37144], [1.24275, 2.18600, 1.25074], [2.84919, 2.88892, 2.81167], [3.33473, 2.74423, 4.05039], [2.73486, 1.77201, 5.02186], [3.23437, 1.67509, 6.12707], [4.37312, 3.44643, 4.49809], [0.03206, 0.44652, 2.93688], [1.14776, 0.31171, 5.31006], [3.27930, 3.58471, 2.10394], [4.51931, 3.14933, 5.41634], [-0.14032, 0.71488, 2.01585], [3.22524, 8.32859, 0.81855], [3.30838, 6.99364, 0.75634], [4.63117, 6.29097, 0.63445], [4.64266, 5.07439, 0.60350], [5.83606, 7.10170, 0.55572], [5.75154, 8.43675, 0.61421], [4.43295, 9.13830, 0.76382], [4.42815, 10.35281, 0.82893], [6.82213, 9.22363, 0.54532], [2.23126, 6.21158, 0.79840], [2.28032, 8.84544, 0.90842], [6.77995, 6.58577, 0.45103], [6.48603, 10.13766, 0.61315], [2.55782, 5.29450, 0.73377]], "forces_ev_per_angstrom": [[0.07, 0.50, 0.15], [-0.83, -1.22, 0.08], [-0.79, 0.48, -0.41], [1.09, 0.14, 1.18], [-0.20, 0.19, -1.46], [-0.61, -0.29, 0.93], [-0.21, 1.29, 0.78], [0.27, 0.33, -0.17], [1.06, 0.21, -0.68], [0.16, -1.26, -0.77], [-0.71, -0.28, 0.46], [0.77, 1.44, 0.56], [3.14, -2.04, -0.47], [-0.79, 0.14, -1.30], [-1.37, 0.74, 1.14], [-0.75, -0.20, 0.56], [0.28, -0.15, -0.05], [-0.08, 0.14, 0.08], [-0.56, 1.36, -0.49], [0.32, -0.61, 0.25], [-0.25, -0.36, -0.16], [0.17, -0.21, -0.08], [-0.17, 0.04, -0.19], [-0.09, -0.14, -0.34], [-0.27, -0.06, 0.05], [0.12, -0.11, 0.46], [-0.14, -0.15, 0.08], [0.04, 0.01, 0.00], [0.01, 0.09, 0.04], [0.12, 0.11, -0.03], [0.17, -0.09, -0.24], [0.06, 0.07, 0.16], [-0.43, 0.21, 0.11], [0.52, -0.05, 0.16], [-0.28, 0.04, -0.11], [-0.07, -0.10, -0.17], [0.49, -0.24, -0.14], [-0.46, 0.04, -0.17], [0.25, -0.03, 0.08], [-0.49, 0.12, -0.05], [0.32, -0.15, -0.06], [-0.01, -0.01, -0.01], [0.01, 0.01, 0.03], [-0.05, 0.04, 0.01], [-0.02, -0.02, -0.03], [0.15, 0.06, 0.11], [-0.19, -0.28, 0.27], [0.32, 0.31, -0.09], [-0.17, -0.17, 0.22], [-0.12, 0.00, -0.10], [0.19, 0.31, -0.32], [-0.37, -0.36, 0.09], [0.20, 0.20, -0.02], [-0.15, -0.23, 0.23], [0.26, 0.31, -0.21], [-0.02, -0.01, -0.02], [0.10, -0.06, 0.01], [0.04, 0.01, 0.02], [0.01, -0.08, 0.06], [0.08, 0.18, 0.01], [-0.42, 0.21, 0.03], [0.48, 0.08, -0.04], [-0.32, -0.06, 0.04], [-0.07, -0.18, 0.00], [0.42, -0.24, -0.05], [-0.53, -0.06, 0.03], [0.29, 0.04, -0.04], [-0.33, 0.15, 0.04], [0.38, -0.13, 0.00], [-0.01, -0.02, 0.01], [0.01, 0.02, 0.01], [0.03, 0.04, 0.01], [-0.08, -0.04, -0.05]], "homo_ev": -9.260, "lumo_ha": -0.0561, "multiplicity": 1, "gap_ev": 7.73, "energy_ev": -99438.284, "de_lowest_kj_mol": 0.0, "charge": 0}

Question: Among the records above, which one has the lowest charge?
Answer: C28H21F5O17S2

Question: Number 2 is which compound?
Answer: C28H21F5O17S2